No. 1
Entry from the OMol25 dataset: a molecular structure, C38H43InN8O3S (ωB97M-V/def2-TZVPD).

Net charge: +2
Gap between HOMO and LUMO, Ha: 0.2226
Electronic energy, eV: -74163.082

Positions of all 94 atoms, in Å:
In1 0.5520 -0.0339 0.1584
O1 -3.5943 -0.1238 5.8886
C1 -2.9883 -1.1240 5.4935
O2 -2.9229 -2.3013 5.8598
C2 -2.0469 -0.8157 4.2845
C3 -1.1710 -1.7827 3.8084
C4 -0.3880 -1.4976 2.7048
N1 -0.4719 -0.3182 2.0817
C5 -1.3115 0.6240 2.5275
C6 -2.1059 0.4123 3.6381
C7 -1.3113 1.8947 1.7576
C8 -2.1436 2.9620 2.0863
C9 -2.0483 4.1364 1.3652
C10 -1.1257 4.2272 0.3266
C11 -0.3531 3.1208 0.0447
N2 -0.4451 1.9809 0.7365
C12 0.5535 -2.4826 2.1069
C13 0.9180 -3.6484 2.7694
C14 1.7528 -4.5501 2.1320
C15 2.1946 -4.2754 0.8454
C16 1.8053 -3.0878 0.2572
N3 1.0174 -2.2030 0.8769
H1 -1.1752 -2.7360 4.3217
H2 -2.7876 1.1415 4.0557
H3 -2.8416 2.8751 2.9052
H4 -2.6749 4.9804 1.6185
H5 -0.9990 5.1417 -0.2353
H6 0.3928 3.1369 -0.7420
H7 0.5567 -3.8419 3.7688
H8 2.0517 -5.4601 2.6336
H9 2.8316 -4.9627 0.3089
H10 2.1254 -2.8264 -0.7432
C17 -2.7426 2.2443 -4.0910
N4 -1.2982 1.8834 -4.0211
C18 -0.4461 3.0914 -3.8594
C19 -1.0530 0.8413 -2.9527
C20 0.3220 0.2247 -3.0621
C21 0.7584 -0.1230 -4.3419
C22 2.0179 -0.6509 -4.5637
C23 2.8539 -0.8577 -3.4820
C24 2.3986 -0.5681 -2.2044
C25 1.1301 -0.0389 -1.9421
H11 -2.8894 2.9699 -4.8870
H12 -3.0302 2.6737 -3.1333
H13 -3.3217 1.3443 -4.2827
H14 -1.0397 1.4576 -4.9123
H15 -0.7661 3.6033 -2.9565
H16 -0.5833 3.7375 -4.7230
H17 0.5924 2.7785 -3.7825
H18 -1.8388 0.0994 -3.0968
H19 -1.2296 1.3274 -1.9945
H20 0.1061 -0.0095 -5.2033
H21 2.3369 -0.9005 -5.5658
H22 3.8461 -1.2625 -3.6283
H23 3.0684 -0.7847 -1.3827
C26 -2.9066 -2.8453 0.6329
S1 -1.9207 -2.2854 -0.7501
O3 -1.5905 -0.8278 -0.4205
C27 -3.1878 -2.2079 -1.9935
C28 -3.0733 -3.0433 -3.0949
C29 -4.0502 -2.9911 -4.0829
C30 -5.1119 -2.1082 -3.9589
C31 -5.2115 -1.2710 -2.8504
C32 -4.2470 -1.3156 -1.8579
H24 -3.7309 -2.1539 0.7967
H25 -2.2570 -2.8781 1.5052
H26 -3.2768 -3.8435 0.4034
H27 -2.2362 -3.7241 -3.1824
H28 -3.9825 -3.6433 -4.9425
H29 -5.8768 -2.0784 -4.7232
H30 -6.0542 -0.5993 -2.7538
H31 -4.3113 -0.6735 -0.9882
C33 2.2031 0.9507 2.7970
N5 2.5234 0.6718 1.3508
C34 3.6867 -0.2818 1.3561
N6 4.8188 0.2290 2.0855
C35 4.4222 0.4974 3.4691
N7 3.3339 1.4740 3.5180
C36 3.7811 2.7129 2.8819
N8 4.1711 2.4791 1.4873
C37 3.0331 1.9605 0.7718
C38 5.2477 1.4858 1.4665
H32 1.8780 0.0168 3.2596
H33 1.3834 1.6718 2.8290
H34 3.9919 -0.4503 0.3226
H35 3.3510 -1.2220 1.7998
H36 5.2794 0.8845 4.0187
H37 4.0965 -0.4320 3.9402
H38 4.6353 3.1091 3.4297
H39 2.9743 3.4481 2.9145
H40 3.3011 1.7752 -0.2732
H41 2.2236 2.6909 0.8196
H42 6.1056 1.8788 2.0105
H43 5.5464 1.2965 0.4334

---

No. 2
Entry from the OMol25 dataset: a single C11H21N3O3 molecule (ωB97M-V/def2-TZVPD).

Net charge: 0
SMILES: NCCCC[C@H](N)C(=O)N1CCC[C@H]1C(=O)O
Gap between HOMO and LUMO, Ha: 0.3523
Electronic energy, eV: -22359.244
Energy relative to the best compared isomer or geometry (same formula, charge and spin), kcal per mole: 65.3

Positions of all 38 atoms, in Å:
C1 1.0033 0.6140 -0.8449
C2 -0.2674 -0.2324 -0.6690
C3 1.4951 1.2351 0.4717
C4 2.9522 0.7605 0.7991
C5 2.9886 -0.7010 1.3379
C6 2.5328 -1.8035 0.3406
C7 -2.3133 -0.5765 0.6207
C8 -3.2152 -1.6695 -0.0924
C9 -3.2133 0.4973 1.2586
C10 -3.4989 1.5189 0.1422
C11 -2.1345 1.5140 -0.5283
H1 1.8323 2.1625 -1.9852
H2 0.6141 1.5510 -2.7975
H3 1.7421 -0.1080 -1.1673
H4 0.8763 0.9526 1.2840
H5 1.4503 2.3527 0.4813
H6 3.4383 0.9102 -0.1602
H7 3.2436 1.4785 1.5804
H8 2.2311 -0.8325 2.2001
H9 3.8364 -1.0443 1.9142
H10 2.3770 -2.6660 0.9961
H11 1.4693 -1.7405 -0.0505
H12 3.4067 -1.3976 -1.4794
H13 3.1756 -2.8726 -1.0812
H14 -1.7537 -1.1838 1.3455
H15 -2.5721 0.9808 1.9873
H16 -4.1160 0.0433 1.5739
H17 -4.2786 1.2373 -0.4720
H18 -3.6344 2.5070 0.5032
H19 -2.2107 1.6649 -1.6388
H20 -1.5086 2.4322 -0.2575
H21 -1.7353 -1.9102 -1.2355
N1 0.9119 1.7374 -1.7878
N2 3.5345 -2.0349 -0.7053
N3 -1.3913 0.2756 -0.2321
O1 -0.2072 -1.4911 -0.6948
O2 -4.3867 -1.9222 0.2501
O3 -2.6742 -2.2395 -1.2070

---

No. 3
Entry from the OMol25 dataset: a single C6H10N2O2 molecule (ωB97M-V/def2-TZVPD).

Net charge: 0
SMILES: CCN[C@](C)(C#N)C(=O)O
Gap between HOMO and LUMO, Ha: 0.3745
Electronic energy, eV: -13457.517
Energy relative to the best compared isomer or geometry (same formula, charge and spin), kcal per mole: 55.9

Positions of all 20 atoms, in Å:
C1 -1.2645 1.5151 0.3338
C2 -2.0094 -0.7930 0.0819
C3 2.5803 -0.4157 0.9397
C4 -1.1210 0.3568 -1.9100
C5 1.3224 0.4143 0.6840
C6 -0.9642 0.2282 -0.3521
N1 -1.1959 2.5505 0.7748
N2 0.2697 -0.3751 0.0629
O1 -1.7119 -1.4998 1.1473
O2 -3.0554 -0.9441 -0.4923
H1 2.3749 -1.2178 1.7885
H2 2.8658 -1.0229 -0.0174
H3 3.1999 0.2560 1.3519
H4 -1.1472 -0.6236 -2.3795
H5 -0.2170 0.7686 -2.2943
H6 -2.0259 0.9004 -2.3669
H7 1.5385 1.2799 0.0604
H8 0.7390 0.7836 1.6897
H9 0.7660 -1.0794 -0.6065
H10 -0.9441 -1.0821 1.5042

---

No. 4
Entry from the OMol25 dataset: 2 unconnected molecules or ions with the total composition C4H11S2 (ωB97M-V/def2-TZVPD).

Net charge: -1
Gap between HOMO and LUMO, Ha: 0.2150
Electronic energy, eV: -25997.329
Energy relative to the best compared isomer or geometry (same formula, charge and spin), kcal per mole: 11.7

Positions of all 17 atoms, in Å:
C1 -2.4255 1.8742 0.8718
S1 -1.9632 0.4876 -0.1687
H1 -2.8467 1.5030 1.8531
H2 -1.6117 2.5579 1.1570
H3 -3.2214 2.5122 0.3452
C2 0.1216 -1.9451 -1.0828
C3 0.7326 -1.4589 0.2591
S2 2.2059 -0.4664 -0.0157
C4 1.4299 1.1727 0.1939
H4 -0.8159 -2.5197 -0.9266
H5 0.8879 -2.5114 -1.7172
H6 -0.2049 -1.0299 -1.6346
H7 0.9721 -2.3023 0.9188
H8 0.0143 -0.8504 0.8484
H9 0.5195 1.1474 -0.4409
H10 1.0862 1.4086 1.2364
H11 2.1871 1.8877 -0.1410

---

No. 5
Entry from the OMol25 dataset: a single C22H26O4 molecule (ωB97M-V/def2-TZVPD).

Net charge: 0
SMILES: CC1=C(C)C(=O)C([C@@H](CCCCCC(=O)O)c2ccccc2)=C(C)C1=O
Gap between HOMO and LUMO, Ha: 0.2880
Electronic energy, eV: -31426.585
Energy relative to the best compared isomer or geometry (same formula, charge and spin), kcal per mole: 0.0

Positions of all 52 atoms, in Å:
C1 -3.0764 3.7887 0.0247
C2 -2.0738 2.7218 0.3165
C3 -1.4152 2.0611 -0.6535
C4 -0.3638 1.0771 -0.3124
O1 0.4768 0.7694 -1.1434
C5 -0.3624 0.5413 1.0656
C6 -0.9878 1.2323 2.0422
C7 -1.7962 2.4385 1.7402
O2 -2.2514 3.1384 2.6276
C8 -0.9370 0.8491 3.4864
H1 -1.4231 1.6223 4.0768
H2 -1.4551 -0.0950 3.6558
H3 0.0935 0.7375 3.8188
C9 0.3943 -0.7278 1.3928
C10 1.7788 -0.3940 1.9094
C11 2.1980 -0.8777 3.1424
C12 3.4649 -0.5908 3.6196
C13 4.3295 0.1858 2.8685
C14 3.9220 0.6657 1.6354
C15 2.6556 0.3787 1.1584
H4 2.3514 0.7530 0.1934
H5 4.5936 1.2680 1.0413
H6 5.3170 0.4139 3.2415
H7 3.7756 -0.9741 4.5807
H8 1.5316 -1.4912 3.7333
H9 -0.1544 -1.2216 2.2029
C16 0.4840 -1.7324 0.2335
H10 1.0651 -1.3032 -0.5788
C17 -0.9015 -2.1398 -0.2601
C18 -0.8668 -3.2042 -1.3580
H11 -1.8970 -3.4308 -1.6449
C19 -0.0794 -2.8124 -2.6100
C20 -0.5489 -1.4868 -3.2045
C21 0.0220 -1.1800 -4.5609
O3 -0.4833 -0.4383 -5.3632
O4 1.1870 -1.7955 -4.7985
H12 1.5278 -1.5369 -5.6690
H13 -1.6372 -1.4493 -3.2828
H14 -0.2296 -0.6620 -2.5605
H15 -0.2020 -3.6039 -3.3527
H16 0.9835 -2.7464 -2.3796
H17 -0.4304 -4.1194 -0.9514
H18 -1.4781 -2.5352 0.5816
H19 -1.4338 -1.2575 -0.6233
H20 1.0159 -2.6159 0.5956
C22 -1.6291 2.3455 -2.1039
H21 -0.9090 1.7995 -2.7079
H22 -1.5258 3.4105 -2.3071
H23 -2.6352 2.0503 -2.4011
H24 -3.4593 4.1949 0.9574
H25 -2.6231 4.5935 -0.5535
H26 -3.9018 3.3854 -0.5609

---

no.,highest occupied orbital energy (eV)
1,-11.9
2,-9.1
3,-9.6
4,-2.5
5,-9.1